Record 1
Computed, not measured: a molecular structure, C31H35N15O7SSn, with ωB97M-V/def2-TZVPD.

**E_tot**: -86068.6921 eV
**Gap between HOMO and LUMO**: 7.757 eV
**HOMO**: -7.29 eV
**Charge**: 0

```
90
C31H35N15O7SSn, DFT ωB97M-V/def2-TZVPD
Sn 0.914 -0.253 0.523
C 1.349 1.093 4.082
N 2.156 0.132 3.359
C 2.299 -1.202 3.921
C 1.051 -1.985 3.631
N -0.136 -1.702 4.093
C -0.995 -2.560 3.424
C -2.384 -2.670 3.490
C -3.000 -3.589 2.662
C -2.259 -4.392 1.780
C -0.881 -4.306 1.709
C -0.268 -3.382 2.550
N 1.049 -3.016 2.733
C 0.637 2.019 3.139
N -0.235 1.646 2.232
C -0.673 2.827 1.643
C -1.597 3.036 0.620
C -1.778 4.328 0.170
C -1.064 5.405 0.717
C -0.166 5.220 1.750
C 0.001 3.917 2.201
N 0.810 3.365 3.177
H 0.578 0.552 4.630
H 1.930 1.680 4.807
H 3.031 0.530 3.046
H 3.130 -1.679 3.401
H 2.514 -1.220 4.997
H -2.950 -2.045 4.167
H -4.077 -3.695 2.689
H -2.779 -5.093 1.140
H -0.312 -4.913 1.018
H 1.830 -3.286 2.150
H -2.119 2.206 0.159
H -2.472 4.521 -0.639
H -1.208 6.397 0.310
H 0.400 6.045 2.161
H 1.531 3.843 3.689
O 1.810 5.689 -1.658
C 1.744 4.553 -1.266
C 0.852 3.465 -1.815
O 0.132 3.579 -2.816
C 1.011 2.323 -0.958
C 2.043 2.542 -0.019
O 2.435 1.649 0.781
C 2.514 3.942 -0.106
O 3.320 4.492 0.608
O 0.339 1.206 -0.997
N -1.620 -0.522 0.463
C -2.077 -0.710 -0.915
C -3.530 -1.199 -0.964
C -4.246 -1.219 -2.318
C -4.121 0.082 -3.113
N -2.802 0.108 -3.732
C -1.973 1.146 -3.759
N -2.376 2.406 -3.585
N -0.679 0.916 -3.999
C -1.055 -1.614 -1.656
O -1.261 -1.863 -2.867
O -0.063 -2.012 -0.996
H -1.723 -1.382 0.998
H -2.131 0.208 0.950
H -2.001 0.276 -1.382
H -4.096 -0.537 -0.298
H -3.580 -2.196 -0.516
H -5.302 -1.424 -2.138
H -3.868 -2.036 -2.937
H -4.244 0.937 -2.438
H -4.901 0.147 -3.874
H -2.289 -0.781 -3.625
H -3.338 2.606 -3.385
H -1.657 3.098 -3.364
H -0.354 -0.020 -3.788
H -0.052 1.678 -3.752
N 2.743 -5.355 -0.843
N 3.351 -4.213 -0.343
N 4.218 -3.520 -1.035
C 4.444 -2.504 -0.207
N 3.747 -2.606 0.926
N 3.042 -3.715 0.816
H 3.339 -5.693 -1.589
H 2.698 -6.032 -0.091
H 5.104 -1.688 -0.441
S 3.676 0.831 -3.705
C 2.608 -0.474 -4.006
C 2.205 -1.023 -2.832
N 2.727 -0.429 -1.706
C 3.515 0.554 -2.025
H 2.338 -0.766 -5.007
H 1.508 -1.840 -2.716
H 4.023 1.168 -1.295
```

Record 2
Computed, not measured: a molecular structure, C31H35N4ORh in a non-equilibrium geometry, with ωB97M-V/def2-TZVPD.

**E_tot**: -43715.4124 eV
**Gap between HOMO and LUMO (alpha / beta)**: 5.997 / 5.997 eV
**HOMO (alpha / beta)**: -12.15 / -12.15 eV
**Charge**: +2

```
72
C31H35N4ORh, DFT ωB97M-V/def2-TZVPD
Rh 0.105 -0.585 0.027
O 1.916 0.038 -0.811
C 3.039 -0.703 -0.274
C 2.671 -2.158 -0.287
C 3.568 -3.146 -0.648
C 3.174 -4.472 -0.526
C 1.900 -4.753 -0.061
C 1.055 -3.699 0.238
N 1.430 -2.423 0.131
H 2.054 0.981 -0.660
H 3.216 -0.371 0.752
H 3.931 -0.524 -0.875
H 4.555 -2.884 -1.003
H 3.855 -5.268 -0.792
H 1.555 -5.770 0.056
H 0.043 -3.873 0.583
N -4.745 3.380 -1.708
C -5.285 2.301 -0.799
C -4.400 1.066 -0.954
N -3.000 1.329 -0.729
C -2.492 2.408 -1.541
C -3.292 3.695 -1.418
H -5.312 4.225 -1.629
H -4.827 3.069 -2.680
H -6.325 2.138 -1.080
H -5.238 2.713 0.209
H -4.526 0.663 -1.966
H -4.751 0.291 -0.270
H -2.755 1.448 0.245
H -2.476 2.087 -2.590
H -1.461 2.612 -1.256
H -2.987 4.472 -2.118
H -3.268 4.095 -0.405
C -5.054 -4.190 0.559
C -3.866 -3.285 0.479
C -3.352 -2.643 1.602
C -2.236 -1.836 1.489
N -1.616 -1.634 0.323
C -2.105 -2.233 -0.770
C -3.209 -3.056 -0.731
H -5.456 -4.231 1.568
H -4.778 -5.201 0.258
H -5.843 -3.855 -0.115
H -3.809 -2.779 2.573
H -1.808 -1.338 2.348
H -1.577 -2.043 -1.697
H -3.547 -3.522 -1.647
C -0.396 0.979 0.864
C -0.570 2.111 1.382
C -0.724 3.338 1.946
C -0.873 4.519 1.063
C -0.022 4.697 -0.029
C -0.178 5.792 -0.863
C -1.202 6.704 -0.627
C -2.061 6.524 0.446
C -1.892 5.444 1.300
C -0.767 3.516 3.395
C -0.539 4.772 3.974
C -0.539 4.906 5.351
C -0.775 3.801 6.157
C -0.995 2.548 5.594
C -0.981 2.403 4.221
H 0.775 3.984 -0.196
H 0.506 5.947 -1.686
H -1.315 7.567 -1.270
H -2.850 7.240 0.635
H -2.549 5.319 2.150
H -0.324 5.631 3.356
H -0.347 5.870 5.800
H -0.779 3.914 7.232
H -1.172 1.692 6.230
H -1.140 1.433 3.769
```

Record 3
Computed, not measured: a molecular structure, C31H35N5O8PPdS3, with ωB97M-V/def2-TZVPD.

**E_tot**: -101819.5055 eV
**Multiplicity**: 6
**Gap between HOMO and LUMO (alpha / beta)**: 7.539 / 3.625 eV
**HOMO (alpha / beta)**: -7.16 / -7.16 eV
**Charge**: 0

```
84
C31H35N5O8PPdS3, DFT ωB97M-V/def2-TZVPD
Pd 1.154 1.315 -0.327
C 6.440 3.966 -0.613
C 5.524 4.922 0.119
O 4.671 4.284 1.100
P 3.821 2.973 0.719
S 3.224 0.307 0.015
S 2.195 3.601 -0.540
O 2.981 2.814 2.062
C 3.320 1.843 3.081
C 4.488 2.303 3.917
H 7.106 4.538 -1.261
H 5.894 3.264 -1.244
H 7.051 3.397 0.088
H 4.882 5.472 -0.573
H 6.097 5.645 0.696
H 3.512 0.879 2.603
H 2.409 1.740 3.666
H 5.412 2.346 3.339
H 4.636 1.599 4.737
H 4.297 3.290 4.338
O 0.203 -0.029 -6.507
S -0.271 -0.178 -5.162
O -1.698 -0.247 -4.959
N 0.386 0.947 -4.175
C 1.194 0.403 -3.293
O 1.857 1.068 -2.440
C 1.271 -1.102 -3.361
C 1.965 -1.989 -2.557
C 1.835 -3.348 -2.809
C 1.032 -3.812 -3.849
C 0.340 -2.923 -4.663
C 0.483 -1.578 -4.388
H 2.584 -1.635 -1.745
H 2.363 -4.059 -2.187
H 0.950 -4.877 -4.024
H -0.286 -3.271 -5.473
C -2.469 -1.639 -2.065
N -2.278 -0.192 -2.022
C -3.079 0.660 -2.705
C -2.852 1.990 -2.726
C -1.700 2.452 -2.034
N -0.927 1.622 -1.362
C -1.171 0.291 -1.368
O -0.362 -0.479 -0.825
N -1.383 3.760 -2.022
H -3.383 -1.846 -2.614
H -2.546 -2.028 -1.052
H -1.622 -2.103 -2.570
H -3.896 0.201 -3.241
H -3.488 2.655 -3.287
H -1.809 4.373 -2.692
H -0.482 4.020 -1.658
C -2.066 -5.384 0.079
C -2.668 -4.167 0.732
C -4.051 -4.001 0.703
C -4.633 -2.873 1.256
C -3.852 -1.903 1.861
C -2.467 -2.069 1.925
N -1.624 -1.131 2.508
C -1.982 -0.017 3.256
C -3.006 -0.066 4.207
C -3.324 1.051 4.958
C -2.641 2.247 4.783
C -1.630 2.309 3.839
C -1.282 1.195 3.086
C -0.203 1.310 2.053
O -0.112 2.366 1.375
O 0.563 0.327 1.856
C -1.865 -3.201 1.340
C -0.365 -3.306 1.363
H -2.850 -6.034 -0.306
H -1.461 -5.968 0.775
H -1.417 -5.110 -0.756
H -4.668 -4.758 0.235
H -5.707 -2.741 1.216
H -4.309 -1.014 2.272
H -0.701 -1.034 2.096
H -3.536 -0.995 4.365
H -4.115 0.981 5.695
H -2.896 3.117 5.373
H -1.097 3.233 3.658
H 0.015 -3.257 2.387
H 0.091 -2.481 0.807
H -0.015 -4.231 0.914
```

Across the entries above, energy relative to the best compared isomer or geometry (same formula, charge and spin) takes the values 0.0, 0.0, 27.5 kcal/mol, respectively.